## P
Here is a 2-piece molecular cluster, C5H13NO2 overall from OMol25. Energies are from wB97M-V/def2-TZVPD.

The HOMO-LUMO gap comes out at 9.66 eV. The LUMO energy comes out at 0.41 eV. Its spin multiplicity is 1. Its SMILES is CCCNCC=O.O.

```
21
Properties=species:S:1:pos:R:3:lowdin_charge:R:1
C -3.69694 0.04258 1.21928 -0.13
C -2.40291 -0.67602 1.35232 -0.25
C -1.68889 -0.92277 0.00893 -0.23
N -0.53679 -0.03148 -0.18637 -0.09
C 0.66367 -0.40088 0.52886 -0.20
C 1.55745 0.81630 0.69010 -0.26
O 2.52359 0.88280 1.39490 0.06
H -3.95202 0.44196 0.23786 0.07
H -3.86768 0.86688 1.92283 0.07
H -4.59444 -0.54753 1.45471 0.07
H -2.45070 -1.62331 1.89831 0.10
H -1.68249 -0.18975 2.02522 0.10
H -2.36862 -0.68066 -0.80625 0.11
H -1.39099 -1.97275 -0.13146 0.11
H -0.37949 0.09983 -1.17315 0.10
H 1.30040 -1.15292 0.03130 0.13
H 0.41224 -0.82976 1.49699 0.12
H 1.21722 1.68198 0.08131 0.12
O 3.59705 0.33063 -3.97865 -0.06
H 3.14709 0.78544 -4.72215 0.05
H 2.95820 0.42014 -3.28033 0.01
```

---

## Q
Here is a 2-piece molecular cluster, C5H13NO2 overall from OMol25. Energies are from wB97M-V/def2-TZVPD.

The HOMO-LUMO gap comes out at 9.83 eV. The LUMO energy comes out at 0.80 eV. Its spin multiplicity is 1. Its SMILES is CCN(C=O)CC.O.

```
21
Properties=species:S:1:pos:R:3:lowdin_charge:R:1
C 0.78105 1.43052 0.91563 -0.05
C 1.29659 0.86452 -0.46370 -0.21
N 0.32969 -0.15067 -0.86023 -0.15
C 0.53846 -1.40063 -0.22798 -0.29
O -0.45943 -1.95553 0.18579 0.03
C -0.89008 0.09689 -1.57657 -0.23
C -2.22390 0.24510 -0.82997 -0.08
H -0.19879 1.84296 0.66935 0.06
H 0.69876 0.58610 1.59411 0.05
H 1.32229 2.25815 1.34087 0.06
H 2.31288 0.42086 -0.37526 0.11
H 1.46594 1.66187 -1.20355 0.11
H 1.54303 -1.79021 -0.35050 0.14
H -0.88284 -0.63457 -2.37349 0.11
H -0.73020 1.04285 -2.14629 0.13
H -2.06470 0.63510 0.19608 0.07
H -2.68553 -0.72949 -0.67131 0.06
H -2.92746 0.90854 -1.37115 0.08
O 0.95958 -1.53258 2.78968 -0.06
H 1.65834 -2.11740 2.49984 0.03
H 0.15632 -1.68237 2.25866 0.02
```

---

Q wins, 0.474 eV ahead of the next structure.

---

## P
Here is a 2-piece molecular cluster, C5H13NO2 overall from OMol25. Energies are from wB97M-V/def2-TZVPD.

The HOMO-LUMO gap comes out at 9.99 eV. The LUMO energy comes out at 0.96 eV. Its spin multiplicity is 1. Its SMILES is CCN(C)CC=O.O.

```
21
Properties=species:S:1:pos:R:3:lowdin_charge:R:1
C 1.60094 -1.83008 1.68717 -0.10
C 0.72546 -1.53725 0.49620 -0.29
N 0.57778 -0.14793 0.12049 -0.22
C -0.13312 0.61938 1.13218 -0.08
C -0.12992 -0.02989 -1.13370 -0.19
C 0.34310 1.19923 -1.87769 -0.22
O -0.38593 1.94683 -2.47795 0.04
H 1.85025 -2.88447 1.72165 0.07
H 2.58546 -1.37237 1.60680 0.08
H 1.25548 -1.48575 2.66501 0.07
H 1.23424 -2.03521 -0.31884 0.11
H -0.21281 -2.10173 0.58961 0.12
H 0.39870 0.62498 2.07212 0.08
H -0.36205 1.61167 0.76451 0.08
H -1.13015 0.21021 1.36099 0.10
H -1.21729 -0.00919 -1.05973 0.12
H 0.11543 -0.86150 -1.79182 0.13
H 1.43279 1.38478 -1.80040 0.13
O -2.75220 2.09099 -0.89012 -0.08
H -2.15754 2.38989 -1.59412 0.01
H -3.63865 2.21740 -1.27235 0.05
```

---

## Q
Here is a 2-piece molecular cluster, C5H13NO2 overall from OMol25. Energies are from wB97M-V/def2-TZVPD.

The HOMO-LUMO gap comes out at 9.44 eV. The LUMO energy comes out at 0.88 eV. Its spin multiplicity is 1. Its SMILES is CCNCCC=O.O.

```
21
Properties=species:S:1:pos:R:3:lowdin_charge:R:1
C -1.17919 0.56168 2.39946 -0.09
C -1.70978 0.20802 1.00515 -0.26
N -0.65887 -0.22499 0.06565 -0.08
C -0.13203 0.70076 -0.87448 -0.26
C 0.06689 0.12472 -2.28220 -0.15
C 1.13337 -0.95484 -2.34513 -0.25
O 2.06676 -0.97335 -1.58603 0.04
H -1.05023 1.64291 2.41672 0.07
H -1.97366 0.41526 3.14636 0.07
H -0.36066 -0.04100 2.77779 0.06
H -2.20859 1.05829 0.54492 0.10
H -2.44358 -0.60072 1.00715 0.10
H -0.03668 -0.87515 0.50449 0.09
H 0.87946 1.07389 -0.62609 0.12
H -0.75059 1.59482 -0.93402 0.11
H -0.82217 -0.38641 -2.67538 0.11
H 0.37778 0.93136 -2.95487 0.12
H 0.88717 -1.69174 -3.13023 0.12
O 2.94661 -0.65454 1.31014 -0.08
H 2.86354 -1.12456 0.44732 0.02
H 2.10444 -0.78442 1.78327 0.02
```

---

P wins, 0.211 eV ahead of the next structure.

---

## P
Here is a 2-piece molecular cluster, C5H13NO2 overall from OMol25. Energies are from wB97M-V/def2-TZVPD.

The HOMO-LUMO gap comes out at 10.28 eV. The LUMO energy comes out at 0.89 eV. Its spin multiplicity is 1. Its SMILES is CO[C@@H](C)N.CC=O.

```
21
Properties=species:S:1:pos:R:3:lowdin_charge:R:1
C 1.33340 -1.87767 -1.20867 -0.11
O 1.77244 -1.17111 -0.07386 -0.16
C 1.04795 0.01013 0.18963 -0.51
C 1.66909 0.63261 1.43444 -0.03
N 1.10179 0.91243 -0.93634 0.08
H 0.27040 -2.13559 -1.12433 0.08
H 1.92573 -2.78873 -1.24767 0.09
H 1.48714 -1.29714 -2.12163 0.08
H -0.00828 -0.28699 0.41338 0.12
H 1.68023 -0.09596 2.23874 0.08
H 2.69097 0.92159 1.21038 0.08
H 1.10071 1.50506 1.74552 0.08
H 0.28383 0.83393 -1.53106 0.05
H 1.19069 1.87340 -0.63739 0.08
C -2.71618 0.73995 0.75889 -0.05
C -2.19998 0.02825 -0.45161 -0.34
O -1.74143 0.55936 -1.42820 0.02
H -2.48944 1.80108 0.70930 0.08
H -2.29189 0.30479 1.66104 0.08
H -3.79494 0.60371 0.80294 0.08
H -2.31231 -1.07302 -0.40347 0.12
```

---

## Q
Here is C5H13NO2 as an isolated structure from OMol25. Energies are from wB97M-V/def2-TZVPD.

The HOMO-LUMO gap comes out at 8.17 eV. The LUMO energy comes out at 0.68 eV. Its spin multiplicity is 1.

```
21
Properties=species:S:1:pos:R:3:lowdin_charge:R:1
C 0.37616 -0.26700 -0.52079 -0.57
C -0.66170 0.70472 -0.36890 -0.04
C 1.49395 1.31159 -0.01164 -0.14
C -2.57751 -1.24381 0.08979 -0.23
C 2.29600 0.96806 1.22288 -0.15
N -2.15019 -0.24137 -0.85489 -0.11
O 0.70279 -0.64250 -1.77575 0.08
O 0.55746 -1.26145 0.37857 0.07
H -0.24408 -1.43789 0.88755 0.10
H 1.37357 -1.33705 -1.73372 0.13
H -2.04122 -0.65596 -1.77755 0.06
H -0.96448 0.91384 0.64839 0.12
H -0.73184 1.47670 -1.12052 0.12
H 2.09520 1.30626 -0.91990 0.08
H 1.10073 2.32452 0.06326 0.08
H -3.62782 -1.53245 -0.05251 0.07
H -1.99762 -2.18978 0.07597 0.07
H -2.51239 -0.83382 1.10855 0.07
H 2.78701 -0.00315 1.12594 0.07
H 3.07619 1.70520 1.43149 0.07
H 1.64978 0.93535 2.10377 0.07
```

---

P wins, 2.789 eV ahead of the next structure.

---

## P
Here is a 3-piece molecular cluster, C5H13NO2 overall from OMol25. Energies are from wB97M-V/def2-TZVPD.

The HOMO-LUMO gap comes out at 3.40 eV. The LUMO energy comes out at -3.80 eV. Its spin multiplicity is 1.

```
21
Properties=species:S:1:pos:R:3:lowdin_charge:R:1
C 3.01654 -0.21612 -0.03032 -0.37
N 1.79834 -0.60960 -0.68776 0.04
C -1.38901 -0.92663 -1.28323 -0.12
C -2.66612 -0.66564 -0.74259 -0.05
C -2.90176 0.46740 0.08486 -0.30
O -2.05947 1.21830 0.55445 0.03
C 2.91896 1.26761 0.30476 -0.12
H 3.86752 -0.43366 -0.69314 0.12
H 3.11096 -0.74394 0.92589 0.12
H 1.75594 -1.63533 -0.74755 0.04
H -0.84797 -1.73313 -0.73562 0.11
H -1.54101 -1.36350 -2.29338 0.11
H -3.54287 -1.26897 -0.93711 0.11
H -0.72176 -0.06717 -1.38540 0.08
H -3.94968 0.69630 0.31982 0.11
H 2.39948 1.86426 -0.43314 0.07
H 3.90510 1.70525 0.41857 0.06
H 2.42195 1.40987 1.25960 0.06
H -0.55019 0.07153 1.39284 -0.01
H 0.72074 -0.66006 0.85380 -0.04
O 0.21602 -0.44170 1.65904 -0.07
```

---

## Q
Here is a 2-piece molecular cluster, C5H13NO2 overall from OMol25. Energies are from wB97M-V/def2-TZVPD.

The HOMO-LUMO gap comes out at 10.17 eV. The LUMO energy comes out at 0.59 eV. Its spin multiplicity is 1. Its SMILES is CC[C@@H](C=O)NC.O.

```
21
Properties=species:S:1:pos:R:3:lowdin_charge:R:1
C -1.39428 0.90106 1.63491 -0.12
C -0.08398 0.12401 1.49421 -0.20
C 0.48297 0.42285 0.09484 -0.34
C 1.49510 1.57788 0.17654 -0.21
O 1.12871 2.69261 -0.09871 0.06
N 1.24710 -0.80141 -0.30015 -0.09
C 1.63696 -0.70803 -1.73775 -0.11
H -1.91784 0.90524 2.60613 0.07
H -2.25763 0.57289 1.04358 0.07
H -1.24981 1.96743 1.42796 0.08
H -0.37340 -0.90416 1.72456 0.11
H 0.56030 0.45740 2.30792 0.11
H -0.33726 0.64592 -0.58651 0.13
H 2.53107 1.32249 0.43572 0.13
H 0.61619 -1.58640 -0.20696 0.08
H 1.19733 -1.57883 -2.22445 0.08
H 2.71903 -0.67409 -1.81018 0.07
H 1.15428 0.13260 -2.24479 0.08
O -2.35262 -2.14155 -1.47511 -0.06
H -1.93760 -1.28946 -1.61103 0.01
H -2.86462 -2.03845 -0.65073 0.05
```

---

Q wins, 5.167 eV ahead of the next structure.